A molecular structure, C3H4KO3 in a non-equilibrium geometry, computed with ωB97M-V with the def2-TZVPD basis set.

Element x y z (Å)
H (2.3595, 0.9609, 0.3288)
K (-4.0394, -1.2624, -1.6802)
O (-1.5731, -1.9460, -0.7171)
O (1.5916, -0.3925, -1.0542)
C (1.4198, 0.6579, -0.2045)
C (0.3662, 0.4167, 0.8824)
O (-0.3361, -0.8052, 0.6648)
C (-1.3235, -0.7993, -0.2529)
H (1.0580, 1.5883, -0.7209)
H (-0.3692, 1.2378, 0.8820)
H (0.8462, 0.3438, 1.8719)

Calculated values
Frontier orbital gap = 2.47 eV
HOMO level = -0.05038 Eh
F_max = 1.69 eV Å⁻¹
Total charge = -1
LUMO energy = 1.10 eV
ΔE to the lowest compared entry with this formula, charge and spin = 284.2 kJ/mol

---

A molecular structure, C3H4KO4 in a non-equilibrium geometry, computed with ωB97M-V with the def2-TZVPD basis set.

Element x y z (Å)
H (-1.9871, 1.2952, -0.0214)
H (-1.2761, -1.1736, 0.8077)
C (-1.2054, -0.4599, -0.0274)
C (-0.0125, 0.4157, 0.0423)
O (1.0908, -0.2730, -0.1220)
C (2.3187, 0.3398, 0.1149)
O (2.4838, 1.5012, 0.3081)
O (3.2002, -0.6273, 0.0830)
K (-5.4321, -0.0897, -0.2881)
O (-2.3464, 0.3535, -0.0740)
H (-0.9310, -1.0084, -0.9893)
H (4.0971, -0.2735, 0.1662)

Calculated values
Frontier orbital gap = 7.83 eV
HOMO level = -0.44104 Eh
F_max = 2.03 eV Å⁻¹
Total charge = +1
LUMO energy = -4.17 eV
ΔE to the lowest compared entry with this formula, charge and spin = 210.3 kJ/mol

---

A molecular structure, C3H4LaO2 in a non-equilibrium geometry, computed with ωB97M-V with the def2-TZVPD basis set.

Element x y z (Å)
C (1.6248, 0.3265, -1.0522)
O (-1.0193, -1.2370, 0.6116)
C (-0.8054, 0.1828, 0.8402)
C (0.0714, 0.7899, -0.1237)
O (0.8156, 1.0653, -1.8027)
La (0.5758, -2.6097, -0.8042)
H (-1.9583, -1.4130, 0.5317)
H (-0.4554, 0.3526, 1.8706)
H (1.5851, 0.8006, 0.2616)
H (-0.4344, 1.7421, -0.3328)

Calculated values
Frontier orbital gap (spin up / spin down) = 5.39 / 5.47 eV
HOMO level (spin up / spin down) = -0.39330 / -0.39779 Eh
F_max = 4.84 eV Å⁻¹
Total charge = +1
LUMO energy (spin up / spin down) = -5.31 / -5.35 eV
ΔE to the lowest compared entry with this formula, charge and spin = 813.2 kJ/mol

---

A molecular structure, C3H4LiO3Pr in a non-equilibrium geometry, computed with ωB97M-V with the def2-TZVPD basis set.

Element x y z (Å)
O (1.4518, 0.1904, 1.2441)
C (0.5237, -0.0589, 0.3423)
C (1.1250, 0.8356, 2.4800)
O (0.8749, -0.5275, -0.7642)
O (-0.7023, 0.2287, 0.5479)
C (0.9290, 2.2131, 2.4978)
H (1.4448, 0.2000, 3.3089)
H (1.4700, 2.8491, 1.7902)
H (0.6373, 2.6198, 3.4731)
Li (-1.2962, 1.5659, 1.7696)
Pr (-1.3805, -0.7805, -1.9677)
H (-0.3413, 0.3897, 3.1921)

Calculated values
⟨S²⟩ = 3.752
Frontier orbital gap (spin up / spin down) = 2.55 / 2.55 eV
HOMO level (spin up / spin down) = -0.30708 / -0.30729 Eh
F_max = 3.02 eV Å⁻¹
Total charge = +1
LUMO energy (spin up / spin down) = -5.81 / -5.81 eV
Multiplicity = 4

---

Which value of F_max does entry 3 give? 4.84 eV Å⁻¹

---

F_max of number 2 (C3H4KO4)? 2.03 eV Å⁻¹

---

Among the records above, which one has the highest F_max? C3H4LaO2